# 1
{
  "formula": "C8H26AgN7O5",
  "method": "ωB97M-V/def2-TZVPD",
  "symbols": ["Ag", "C", "O", "H", "H", "H", "C", "C", "C", "O", "C", "N", "H", "H", "H", "H", "H", "H", "H", "H", "H", "H", "H", "C", "O", "N", "N", "H", "H", "H", "H", "C", "O", "N", "N", "H", "H", "H", "H", "C", "O", "N", "N", "H", "H", "H", "H"],
  "xyz": [[-11.3624, -0.3834, -14.5852], [-8.4517, 1.0617, -13.8718], [-9.7195, 0.7462, -13.4056], [-8.3194, 0.9397, -14.9651], [-8.2176, 2.1130, -13.6440], [-7.6756, 0.4048, -13.4381], [-13.6846, -2.9745, -11.1794], [-12.6856, -2.9982, -12.3331], [-12.7218, -4.3241, -13.0828], [-12.7164, -5.4541, -12.2446], [-11.4741, -5.6938, -11.6454], [-12.8626, -1.8923, -13.2965], [-13.5446, -2.1489, -10.4818], [-13.6114, -3.9153, -10.6310], [-14.7208, -2.9230, -11.5341], [-11.7006, -2.8329, -11.8844], [-11.8266, -4.3561, -13.7251], [-13.5581, -4.3716, -13.7827], [-11.2486, -4.9845, -10.8432], [-10.6345, -5.6444, -12.3539], [-11.4794, -6.7161, -11.2701], [-13.0564, -1.0443, -12.7571], [-13.8280, -2.0122, -13.6298], [-9.3148, -2.2996, -16.1273], [-10.3840, -1.7135, -16.2574], [-8.8228, -2.5967, -14.8725], [-8.5464, -2.6383, -17.1941], [-8.9688, -1.8729, -14.1792], [-7.8872, -2.9730, -14.9119], [-9.0109, -2.5100, -18.0754], [-7.5860, -2.9120, -17.1309], [-14.5194, 2.1324, -17.0630], [-15.5717, 2.0118, -16.4562], [-13.3279, 1.7987, -16.4769], [-14.4344, 2.4893, -18.3857], [-12.4499, 1.7945, -16.9583], [-13.4527, 1.5267, -15.5124], [-13.5928, 2.2499, -18.8759], [-15.2823, 2.6398, -18.8971], [-12.8692, 2.0470, -13.1646], [-13.0448, 0.9293, -13.6825], [-13.8971, 2.9201, -12.9858], [-11.6435, 2.5145, -12.8283], [-14.8199, 2.7019, -13.3194], [-13.7687, 3.7915, -12.5062], [-10.8024, 1.9203, -13.0646], [-11.5920, 3.4983, -12.6319]],
  "nbo_charge": [0.8732, -0.2201, -1.0178, 0.1176, 0.1365, 0.1226, -0.6360, -0.0834, -0.0688, -0.5333, -0.2525, -0.8673, 0.2121, 0.2267, 0.2012, 0.1872, 0.1750, 0.1868, 0.1645, 0.1651, 0.1932, 0.3908, 0.3568, 0.7905, -0.7071, -0.8334, -0.8353, 0.4232, 0.3704, 0.4124, 0.3992, 0.7743, -0.6739, -0.8696, -0.8516, 0.3897, 0.4303, 0.3811, 0.4041, 0.7931, -0.7944, -0.8368, -0.8446, 0.4171, 0.3891, 0.4687, 0.3737],
  "orbital_gap_ha": 0.293,
  "lumo_ev": 0.477,
  "largest_force_ev_per_a": 1.56,
  "e_homo_ev": -7.5,
  "e_tot_ha": -1226.94364
}

=====

# 2
{
  "formula": "C8H26BFN4O5S",
  "method": "ωB97M-V/def2-TZVPD",
  "symbols": ["N", "B", "O", "N", "S", "O", "O", "F", "H", "H", "H", "H", "C", "O", "C", "C", "C", "N", "H", "H", "H", "H", "H", "H", "H", "H", "H", "H", "H", "C", "O", "C", "C", "C", "N", "H", "H", "H", "H", "H", "H", "H", "H", "H", "H", "H"],
  "xyz": [[4.1343, -3.5986, 0.1949], [3.9023, -2.2424, 0.6535], [4.6950, -1.2026, 0.2594], [2.7434, -1.9814, 1.5916], [1.2754, -1.9240, 0.9296], [1.2100, -2.8365, -0.1583], [0.2677, -1.9134, 1.9274], [1.2633, -0.4940, 0.2742], [3.7882, -4.2350, 0.9087], [3.5515, -3.8157, -0.6111], [5.2722, -0.8041, 0.9150], [2.8618, -1.1643, 2.1863], [-4.6139, -1.3797, 4.3665], [-3.5280, -1.7111, 3.5271], [-3.7519, -1.5387, 2.1413], [-3.5602, -0.1054, 1.6320], [-4.6944, 0.8436, 2.0057], [-2.2862, 0.4761, 2.0600], [-5.5706, -1.6302, 3.8964], [-4.6193, -0.3204, 4.6363], [-4.5091, -1.9648, 5.2797], [-3.0143, -2.1767, 1.6490], [-4.7493, -1.9155, 1.8739], [-3.5341, -0.1722, 0.5395], [-4.6217, 1.1613, 3.0462], [-4.6458, 1.7412, 1.3902], [-5.6706, 0.3780, 1.8561], [-1.5273, -0.0958, 1.7018], [-2.2248, 0.3708, 3.0692], [3.1838, 0.4023, -3.0908], [3.1205, 1.5464, -2.2615], [2.7933, 2.7553, -2.9151], [1.2954, 2.9706, -3.1643], [0.7308, 2.1340, -4.3082], [0.4795, 2.7484, -1.9697], [3.5682, 0.6494, -4.0852], [2.2037, -0.0716, -3.1902], [3.8598, -0.3078, -2.6153], [3.1455, 3.5466, -2.2485], [3.3571, 2.8408, -3.8546], [1.1851, 4.0241, -3.4416], [0.5691, 1.0998, -4.0036], [-0.2340, 2.5329, -4.6190], [1.3976, 2.1375, -5.1726], [0.7526, 3.3959, -1.2374], [0.6974, 1.8272, -1.6002]],
  "nbo_charge": [-1.1201, 1.1954, -0.9132, -1.1336, 2.5446, -0.9208, -0.9019, -0.4825, 0.3843, 0.4137, 0.5156, 0.4182, -0.2462, -0.5462, -0.0733, -0.0803, -0.6135, -0.8279, 0.1653, 0.1640, 0.1878, 0.1899, 0.1587, 0.1871, 0.2000, 0.2203, 0.2008, 0.3605, 0.3527, -0.2492, -0.5485, -0.0711, -0.0806, -0.6136, -0.8240, 0.1666, 0.1663, 0.1928, 0.1817, 0.1606, 0.1859, 0.2027, 0.2205, 0.2015, 0.3527, 0.3562],
  "orbital_gap_ha": 0.327,
  "lumo_ev": 0.012,
  "smiles": "NB(O)NS(=O)(=O)F.COC[C@@H](C)N.COC[C@@H](C)N",
  "largest_force_ev_per_a": 1.07,
  "e_homo_ev": -8.9,
  "e_tot_ha": -1438.58865
}

=====

# 3
{
  "formula": "C8H26N2O4",
  "method": "ωB97M-V/def2-TZVPD",
  "symbols": ["C", "O", "C", "C", "C", "N", "H", "H", "H", "H", "H", "H", "H", "H", "H", "H", "H", "C", "O", "C", "C", "C", "N", "H", "H", "H", "H", "H", "H", "H", "H", "H", "H", "H", "O", "H", "H", "O", "H", "H"],
  "xyz": [[28.8722, 35.1281, 32.3246], [29.2242, 34.2161, 31.3178], [28.4447, 34.3269, 30.1383], [28.9831, 33.2705, 29.1752], [28.3697, 33.3362, 27.7779], [28.7939, 31.9737, 29.8649], [27.8234, 35.0437, 32.6314], [28.9727, 36.1808, 32.0237], [29.5380, 34.9812, 33.1717], [27.3639, 34.1820, 30.2487], [28.6113, 35.3336, 29.7366], [30.0532, 33.4889, 29.1098], [27.6639, 34.1405, 27.5751], [27.8697, 32.3918, 27.5588], [29.1836, 33.4487, 27.0605], [29.4314, 32.0948, 30.6537], [29.1911, 31.1800, 29.3712], [26.5907, 31.9080, 39.6928], [26.7918, 31.7567, 38.3018], [28.0794, 32.1830, 37.9054], [28.2040, 32.1209, 36.4004], [29.6624, 32.4529, 36.0186], [27.3575, 33.0693, 35.6824], [27.2468, 31.2579, 40.2791], [25.5460, 31.6781, 39.8860], [26.7743, 32.9497, 39.9764], [28.3909, 33.1459, 38.3314], [28.7855, 31.4445, 38.3232], [28.0367, 31.0862, 36.0744], [29.9659, 33.3994, 36.4574], [29.8021, 32.4231, 34.9345], [30.3341, 31.6404, 36.3205], [27.3291, 32.7894, 34.7132], [26.3828, 32.9738, 35.9654], [24.9886, 31.0873, 33.2609], [25.9150, 31.3744, 33.0915], [25.0687, 30.2889, 33.7917], [27.6203, 31.7798, 32.7060], [28.0060, 31.9706, 31.8311], [28.0938, 32.3668, 33.3027]],
  "nbo_charge": [-0.2551, -0.5627, -0.0670, -0.0667, -0.6294, -0.8503, 0.1762, 0.1678, 0.1974, 0.1818, 0.1709, 0.1703, 0.2181, 0.2222, 0.2159, 0.3604, 0.3672, -0.2459, -0.5409, -0.0651, -0.0731, -0.6056, -0.8301, 0.1646, 0.1951, 0.1652, 0.1701, 0.1637, 0.1723, 0.2117, 0.1983, 0.2074, 0.3379, 0.3735, -0.9738, 0.4947, 0.4597, -0.9653, 0.5052, 0.4634],
  "orbital_gap_ha": 0.375,
  "lumo_ev": 0.774,
  "smiles": "COC[C@H](C)N.COC[C@H](C)N.O.O",
  "largest_force_ev_per_a": 1.26,
  "e_homo_ev": -9.4,
  "e_tot_ha": -730.82526
}